{
  "formula": "C17H20N2O3S",
  "method": "wB97M-V/def2-TZVPD",
  "homo_lumo_gap_ev": 8.0,
  "charge": 0,
  "largest_force_ev_per_a": 0.53,
  "elements": ["C", "O", "C", "C", "C", "C", "C", "C", "O", "C", "H", "H", "H", "H", "N", "C", "O", "C", "H", "H", "S", "C", "H", "C", "C", "N", "C", "C", "C", "C", "H", "H", "H", "H", "H", "H", "H", "H", "H", "H", "H", "H", "H"],
  "positions_angstrom": [[-0.61395, -3.66310, -4.10189], [-0.03228, -3.98224, -2.86522], [0.09600, -2.98905, -1.91827], [-0.31581, -1.68023, -2.13758], [-0.17292, -0.69991, -1.17455], [0.39647, -1.01260, 0.05467], [0.80802, -2.31566, 0.28964], [0.66942, -3.31090, -0.67354], [1.13346, -4.52324, -0.26533], [1.05894, -5.66434, -1.08765], [1.48871, -6.46924, -0.49107], [1.63881, -5.54320, -2.00514], [0.02711, -5.91405, -1.34393], [1.24720, -2.58923, 1.23368], [0.52229, 0.01721, 0.99234], [0.98073, -0.05159, 2.26868], [1.37054, -1.05172, 2.82798], [0.95141, 1.29953, 2.96941], [1.16144, 2.12949, 2.29697], [1.67138, 1.28902, 3.78673], [-0.64374, 1.60389, 3.81028], [-1.87137, 1.57440, 2.45651], [-1.58337, 0.80979, 1.74056], [-2.09007, 2.93247, 1.79541], [-0.91536, 3.48751, 1.04054], [-0.24976, 2.67278, 0.22690], [0.75391, 3.15396, -0.49219], [1.15689, 4.47634, -0.44581], [0.48099, 5.33019, 0.41321], [-0.56796, 4.83083, 1.16451], [-1.11272, 5.46887, 1.84296], [0.76859, 6.36792, 0.49649], [1.97752, 4.82334, -1.05283], [1.25564, 2.43510, -1.12796], [-2.39102, 3.65291, 2.55774], [-2.91872, 2.82472, 1.08683], [-2.79535, 1.26519, 2.94531], [0.21719, 0.93252, 0.64597], [-0.50854, 0.30596, -1.37801], [-0.76069, -1.40804, -3.08106], [-0.61187, -4.59233, -4.67055], [-1.64571, -3.31369, -3.98788], [-0.03148, -2.90958, -4.64286]],
  "forces_ev_per_a": [[-0.069, 0.034, -0.150], [0.144, 0.062, 0.392], [0.007, -0.166, -0.069], [0.028, -0.121, -0.042], [0.048, 0.006, 0.084], [-0.028, -0.360, -0.161], [0.025, -0.155, -0.028], [-0.070, 0.201, -0.055], [-0.043, 0.361, 0.077], [0.030, -0.464, -0.195], [-0.033, 0.038, -0.054], [-0.056, -0.031, 0.083], [0.095, 0.006, 0.017], [0.021, -0.015, 0.048], [0.047, 0.195, -0.250], [0.061, 0.472, 0.053], [0.099, -0.308, 0.159], [-0.368, 0.107, 0.121], [0.137, -0.070, 0.003], [0.018, -0.049, -0.111], [-0.056, -0.110, -0.108], [0.361, 0.254, 0.291], [-0.163, -0.046, -0.005], [-0.111, -0.182, 0.032], [-0.088, 0.346, 0.164], [-0.265, -0.092, 0.012], [0.195, 0.165, -0.166], [-0.037, 0.025, 0.059], [-0.013, -0.113, -0.041], [0.080, -0.081, -0.083], [-0.058, 0.029, 0.071], [0.022, 0.076, 0.005], [0.080, 0.007, -0.057], [0.112, -0.010, -0.077], [-0.051, -0.004, -0.066], [-0.043, 0.081, 0.004], [0.016, -0.073, -0.076], [0.044, -0.212, 0.232], [-0.054, 0.125, -0.008], [-0.035, -0.023, -0.098], [-0.032, 0.094, -0.020], [0.041, 0.011, -0.011], [-0.038, -0.009, 0.021]]
}

{
  "formula": "C17H20N2O4S",
  "method": "wB97M-V/def2-TZVPD",
  "homo_lumo_gap_ev": 9.0,
  "charge": 0,
  "largest_force_ev_per_a": 1.11,
  "elements": ["C", "C", "H", "H", "O", "C", "C", "C", "C", "C", "C", "H", "H", "H", "N", "C", "O", "C", "C", "C", "C", "C", "C", "H", "H", "S", "O", "O", "N", "C", "H", "H", "H", "C", "H", "H", "H", "H", "H", "H", "H", "H", "H", "H"],
  "positions_angstrom": [[-1.10727, -4.26022, 1.23095], [-2.14513, -3.46785, 0.45224], [-1.95717, -3.55625, -0.62600], [-3.15610, -3.84206, 0.66737], [-2.03508, -2.11367, 0.85240], [-2.74570, -1.16777, 0.19792], [-2.46930, 0.14627, 0.57667], [-3.08880, 1.20961, -0.05827], [-4.06052, 0.96303, -1.02688], [-4.35878, -0.33971, -1.37276], [-3.70038, -1.40820, -0.78627], [-3.94519, -2.41256, -1.09128], [-5.11026, -0.53234, -2.12362], [-4.56548, 1.78795, -1.50615], [-2.76284, 2.53689, 0.25987], [-1.54820, 3.06466, 0.57337], [-1.43436, 4.22309, 0.91559], [-0.37447, 2.14651, 0.42887], [-0.14575, 1.47435, -0.76916], [0.93265, 0.61581, -0.87974], [1.76875, 0.43334, 0.20557], [1.57637, 1.12259, 1.38694], [0.50451, 1.99229, 1.49569], [0.32726, 2.53972, 2.40903], [2.24961, 0.94870, 2.21118], [3.17386, -0.67249, 0.04612], [2.88674, -1.63264, -0.97771], [3.54804, -1.13770, 1.34747], [4.41653, 0.29619, -0.51325], [4.89811, 1.26464, 0.43844], [5.90575, 1.57342, 0.15920], [4.25435, 2.15266, 0.49097], [4.92875, 0.77596, 1.40877], [4.24474, 0.77727, -1.86002], [5.21565, 1.05877, -2.26843], [3.57178, 1.64367, -1.91024], [3.83313, -0.04103, -2.44510], [1.12066, 0.05848, -1.78348], [-0.81302, 1.61760, -1.60571], [-3.51765, 3.21133, 0.21846], [-1.75461, 0.30153, 1.36708], [-0.11279, -3.88027, 1.01254], [-1.28924, -4.16238, 2.29752], [-1.15912, -5.30917, 0.95383]],
  "forces_ev_per_a": [[-0.259, 0.340, -0.165], [0.025, -0.416, -0.047], [-0.080, 0.049, 0.094], [0.094, 0.083, -0.087], [0.078, 0.155, 0.107], [-0.114, 0.322, -0.108], [-0.169, -0.179, 0.035], [-0.115, -0.597, -0.007], [0.028, 0.073, -0.001], [0.009, 0.118, 0.055], [0.124, -0.341, 0.100], [0.004, -0.110, -0.004], [-0.060, -0.015, -0.062], [-0.025, 0.104, -0.076], [-0.516, 0.269, -0.066], [0.083, 0.066, -0.017], [0.129, 0.059, 0.112], [0.439, 0.100, -0.057], [0.136, 0.117, 0.133], [-0.077, -0.004, -0.195], [0.543, -0.445, -0.047], [0.029, 0.007, 0.171], [-0.152, 0.055, -0.148], [-0.003, 0.048, 0.083], [0.031, 0.023, 0.149], [0.251, 0.032, -0.097], [-0.144, 0.282, -0.183], [-0.064, 0.346, 0.131], [-0.663, -0.808, 0.362], [0.104, 0.188, 0.401], [-0.024, -0.011, -0.008], [0.032, 0.019, -0.009], [0.149, 0.194, 0.095], [-0.137, 0.013, -0.436], [-0.016, -0.005, 0.022], [0.032, 0.015, -0.016], [0.058, 0.125, -0.222], [-0.049, -0.036, -0.146], [-0.091, -0.043, -0.059], [0.200, -0.020, 0.048], [0.064, -0.007, 0.083], [0.104, -0.015, -0.014], [-0.001, -0.038, 0.111], [0.011, -0.113, -0.014]]
}

{
  "formula": "C17H20N2O4S",
  "method": "wB97M-V/def2-TZVPD",
  "homo_lumo_gap_ev": 8.3,
  "charge": 0,
  "largest_force_ev_per_a": 1.09,
  "elements": ["O", "C", "O", "H", "C", "H", "C", "N", "C", "C", "N", "S", "O", "O", "C", "C", "C", "C", "C", "C", "C", "C", "C", "C", "H", "H", "H", "H", "H", "H", "H", "C", "C", "H", "H", "H", "H", "H", "H", "H", "H", "H", "H", "H"],
  "positions_angstrom": [[0.80447, 2.09434, -4.19523], [1.92668, 2.22385, -3.78573], [2.50064, 3.42317, -3.63757], [1.88964, 4.12916, -3.90273], [2.86731, 1.10838, -3.40813], [3.49853, 1.45096, -2.58912], [2.11876, -0.17328, -3.01574], [1.52589, -0.01182, -1.69682], [1.96181, -0.96852, -0.69699], [1.30386, -2.34603, -0.87341], [-0.13387, -2.23675, -0.93934], [-1.01324, -2.52444, 0.43552], [-0.40524, -3.64948, 1.08402], [-2.38795, -2.59995, 0.03769], [-0.82522, -1.09377, 1.50441], [-1.71557, -0.06595, 1.40887], [-1.56269, 1.07904, 2.21972], [-2.45658, 2.16826, 2.15522], [-2.27989, 3.26142, 2.95653], [-1.20281, 3.31542, 3.85558], [-0.31908, 2.27584, 3.94066], [-0.47193, 1.13165, 3.13002], [0.41712, 0.03621, 3.20593], [0.24474, -1.05941, 2.40685], [0.89554, -1.91787, 2.46096], [1.23405, 0.07840, 3.91156], [0.50975, 2.31389, 4.63269], [-1.07967, 4.18691, 4.48140], [-2.96809, 4.09195, 2.90503], [-3.28285, 2.11814, 1.46158], [-2.54367, -0.14278, 0.72104], [-0.62403, -1.24762, -1.87185], [0.07743, 0.10676, -1.68542], [-0.20549, 0.53888, -0.72013], [-0.22336, 0.79396, -2.47633], [-0.44832, -1.62350, -2.88669], [-1.69866, -1.16707, -1.71419], [1.65148, -2.81003, -1.80457], [1.53429, -3.01309, -0.04330], [1.69290, -0.55907, 0.28226], [3.04855, -1.06193, -0.74254], [2.82918, -1.00347, -3.01762], [1.35838, -0.37280, -3.77640], [3.50298, 0.91865, -4.27640]],
  "forces_ev_per_a": [[-0.218, -0.092, -0.081], [-0.055, -0.070, 0.008], [0.428, 0.485, 0.134], [-0.096, -0.314, -0.038], [-0.161, -0.305, -0.042], [0.045, -0.063, -0.037], [0.192, 0.449, -0.066], [0.015, 0.081, 0.011], [-0.024, -0.216, 0.007], [0.632, 0.093, 0.246], [-0.602, -0.354, 0.838], [0.005, -0.157, -0.327], [0.230, 0.261, 0.124], [0.024, 0.351, -0.016], [-0.376, -0.444, -0.435], [-0.053, -0.139, -0.032], [0.308, -0.052, 0.178], [-0.064, 0.180, 0.063], [-0.186, -0.107, -0.221], [0.245, -0.103, 0.132], [-0.060, 0.184, 0.068], [-0.256, 0.009, -0.201], [0.031, -0.234, -0.169], [0.265, 0.079, 0.333], [0.137, -0.053, 0.098], [0.080, -0.027, 0.063], [0.075, 0.018, 0.073], [0.039, 0.051, 0.060], [-0.071, 0.044, -0.033], [-0.099, 0.018, -0.067], [-0.144, 0.038, -0.073], [-0.235, 0.596, -0.205], [-0.253, -0.104, -0.082], [-0.052, -0.001, -0.103], [-0.066, -0.011, 0.081], [-0.066, -0.004, 0.059], [-0.019, 0.089, -0.242], [-0.025, -0.024, 0.076], [0.225, -0.037, -0.128], [0.112, -0.074, -0.033], [0.007, -0.013, 0.078], [-0.048, -0.014, -0.041], [0.059, -0.102, 0.000], [0.072, 0.089, -0.059]]
}

{
  "formula": "C17H20N2O5S2",
  "method": "wB97M-V/def2-TZVPD",
  "homo_lumo_gap_ev": 8.2,
  "charge": 0,
  "largest_force_ev_per_a": 18.40,
  "elements": ["C", "H", "H", "C", "C", "H", "H", "H", "H", "C", "N", "S", "O", "O", "C", "C", "C", "C", "S", "H", "H", "H", "H", "H", "C", "O", "N", "H", "C", "C", "C", "C", "C", "C", "C", "H", "O", "C", "O", "H", "H", "H", "H", "H", "H", "H"],
  "positions_angstrom": [[-5.02607, -0.52612, -0.27051], [-5.26085, 0.03967, -1.21692], [-5.77151, -0.62847, 0.26309], [-3.94363, 0.20103, 0.38639], [-3.59910, -0.67945, 1.54500], [-2.87477, -0.07492, 2.26898], [-4.57678, -0.67651, 2.52487], [-3.32942, -1.49679, 1.35267], [-4.44726, 1.24678, 0.58832], [-2.73573, 0.42765, -0.50085], [-1.87499, 1.55891, 0.18500], [-0.76638, 2.10909, -0.97281], [-0.47757, 0.95900, -2.10077], [-0.92867, 3.48514, -1.06762], [0.78117, 1.92500, 0.01805], [1.92420, 2.48942, 0.02082], [2.97123, 2.11129, 0.97290], [2.38774, 1.45733, 2.00249], [0.88690, 1.19647, 1.57345], [2.88266, 1.21843, 2.93042], [3.89652, 2.64345, 0.82245], [2.06904, 3.19234, -0.83532], [-2.28574, 2.23409, 0.70352], [-3.18534, 0.96792, -1.26085], [-2.08177, -0.66733, -1.11532], [-2.33510, -1.47247, -1.84130], [-1.11487, -1.40707, -0.00598], [-0.84860, -0.43263, 0.71507], [-0.31053, -2.37069, -0.14079], [1.23324, -1.90559, -0.14739], [2.05625, -2.13202, 0.76197], [3.32173, -1.79487, 0.77575], [3.80012, -0.86211, -0.05580], [2.89898, -0.64534, -1.13989], [1.60271, -1.05136, -1.21068], [1.01963, -0.46060, -1.96704], [3.60830, 0.36605, -2.10802], [4.88828, 0.48019, -1.15557], [4.96113, -0.22954, -0.20229], [5.01572, 1.64417, -1.13357], [5.68861, -0.02284, -1.99420], [3.87051, -1.99202, 1.94229], [1.58977, -2.96598, 1.59974], [-0.54738, -2.86916, -1.21009], [-0.50041, -3.05121, 0.42936], [-4.53193, -1.53833, -0.72904]],
  "forces_ev_per_a": [[7.704, -0.964, -9.844], [-0.392, -0.586, 0.718], [-7.283, -1.402, 5.185], [-0.800, 0.598, 1.534], [-4.912, 14.946, 9.544], [-0.724, -1.685, -1.623], [2.501, -0.385, -3.475], [3.940, -11.984, -2.770], [1.583, -1.708, 0.332], [-1.406, 5.078, 1.909], [2.772, -5.597, -5.074], [4.256, -7.298, 0.520], [-2.545, 5.494, 4.172], [-0.801, 3.086, -1.749], [-3.778, -2.107, 2.522], [6.050, 3.503, -4.075], [-1.183, 2.784, -2.062], [3.736, 0.975, -0.159], [-6.970, -3.525, 1.525], [-0.436, -0.413, 0.071], [0.438, -0.442, 0.643], [0.780, -0.457, 0.726], [-1.963, 2.639, 1.641], [-0.875, 0.883, -2.161], [6.574, -2.058, 9.065], [-3.784, -4.156, -8.319], [-6.492, 14.406, 3.536], [-0.378, -4.440, -2.325], [8.084, 1.381, -10.010], [-7.687, 1.377, -6.746], [-1.379, -7.030, 7.505], [6.493, 0.860, 7.188], [-3.201, -1.700, -2.306], [2.408, 3.428, -1.936], [0.814, 1.409, -0.789], [0.096, -1.545, 0.794], [-0.442, -2.915, 5.377], [2.459, 7.504, -15.936], [-0.098, -5.616, 10.157], [-0.048, -2.052, 0.703], [-1.357, 2.070, 1.677], [-1.098, 0.429, -3.872], [1.749, 2.499, -1.966], [0.611, 0.918, 1.730], [-1.294, -8.146, 7.041], [-1.721, 1.944, 1.382]]
}

Which value of charge does entry 4 give? 0

What is the formula in the second record? C17H20N2O4S